Entry from the Open Molecules 2025 dataset: a cluster of 7 separate species, C29H55F7N9O8S in total (wB97M-V/def2-TZVPD).

Calculated values
Electronic energy   -90607.71363 eV
Lowest unoccupied orbital energy   -5.02 eV
Charge   +1

Each line ends with the Mulliken charge.
Element x y z (Å)
N  3.2819  -0.9988  -0.0377  -0.29
C  2.3130  -1.5471  -0.9966  -0.20
C  2.8601  -1.6963  -2.4173  -0.90
C  2.7359  -0.4477  -3.2799  -0.54
C  3.5738  0.7512  -2.7517  -0.76
C  2.7707  1.9857  -2.5864  -0.05
C  3.1463  3.1966  -3.2045  -0.53
N  2.4588  4.3075  -3.1143  -1.01
N  1.3710  4.2585  -2.3831  0.60
C  0.9433  3.1839  -1.7256  -1.09
S  -0.5426  3.4531  -0.7601  1.26
O  -1.4241  4.2395  -1.5589  -0.63
O  -0.1317  3.8728  0.5343  -0.61
C  -1.2927  1.7455  -0.5716  0.12
F  -0.4715  1.0161  0.1862  -0.19
F  -2.4081  2.0191  0.1156  -0.22
C  -1.6273  0.9815  -1.9015  0.96
F  -1.5903  1.8408  -2.9404  -0.30
F  -0.6794  0.0410  -2.1025  -0.18
C  -3.0072  0.2662  -1.8636  0.56
F  -3.0464  -0.4577  -0.7312  -0.24
F  -4.0130  1.1459  -1.9025  -0.22
F  -3.0905  -0.5501  -2.9183  -0.23
C  1.6235  2.0094  -1.8130  1.25
H  3.4036  -1.5939  0.7708  0.11
H  3.0317  -0.0743  0.2814  0.18
H  2.0276  -2.5427  -0.6542  0.55
H  1.3846  -0.9606  -0.9980  -0.16
H  3.8977  -2.0295  -2.3629  0.31
H  2.2936  -2.4894  -2.9120  0.45
H  3.1027  -0.6740  -4.2820  0.40
H  1.6777  -0.1992  -3.3991  0.23
H  3.9638  0.4861  -1.7625  0.38
H  4.3979  0.9486  -3.4337  0.52
H  4.0403  3.2342  -3.8221  0.55
H  0.8359  5.1222  -2.3407  0.28
H  1.2894  1.1308  -1.2812  0.64
C  -4.8261  -3.0724  -0.1386  -0.96
C  -5.8484  -3.8929  0.6181  0.54
O  -5.5373  -4.9222  1.1915  -0.67
N  -7.1238  -3.4323  0.6500  -0.16
C  -7.6801  -2.2381  0.0405  -0.66
H  -3.8602  -3.5618  -0.0602  0.40
H  -5.1075  -2.9969  -1.1905  0.43
H  -4.7510  -2.0702  0.2851  0.18
H  -7.7451  -4.0200  1.1837  0.22
H  -8.0879  -1.5906  0.8167  0.23
H  -8.4753  -2.5088  -0.6567  0.32
H  -6.9128  -1.6942  -0.5020  0.18
C  6.7892  -3.2162  1.1408  -1.43
C  6.1939  -2.2016  2.0862  0.78
O  4.9823  -2.0438  2.1803  -0.66
N  7.0449  -1.4701  2.8418  -0.14
C  8.4949  -1.5297  2.8749  -0.88
H  5.9757  -3.7123  0.6216  0.29
H  7.4388  -2.7339  0.4097  0.39
H  7.3688  -3.9622  1.6847  0.40
H  6.5844  -0.8142  3.4535  0.24
H  8.8449  -1.7951  3.8726  0.30
H  8.9252  -0.5650  2.6037  0.30
H  8.8558  -2.2760  2.1759  0.34
C  2.0387  -4.9299  6.0654  -1.23
C  3.4683  -4.6329  5.6746  0.79
O  4.3938  -5.3565  6.0020  -0.67
N  3.6914  -3.5158  4.9330  -0.03
C  2.7388  -2.5435  4.4411  -0.65
H  2.0336  -5.8458  6.6474  0.30
H  1.6216  -4.1222  6.6675  0.34
H  1.4105  -5.0634  5.1842  0.34
H  4.6612  -3.3723  4.7007  0.14
H  2.7863  -2.5058  3.3532  0.10
H  2.9757  -1.5506  4.8287  0.22
H  1.7270  -2.7958  4.7424  0.37
C  -7.3796  2.0008  1.0956  -1.11
C  -8.4142  1.2069  1.8633  0.81
O  -8.1283  0.1693  2.4410  -0.67
N  -9.6798  1.6905  1.8871  -0.19
C  -10.1977  2.8944  1.2661  -0.84
H  -6.4308  1.4787  1.1780  0.03
H  -7.6525  2.0842  0.0428  0.38
H  -7.2709  3.0045  1.5073  0.45
H  -10.3191  1.1177  2.4161  0.25
H  -10.6070  3.5700  2.0179  0.29
H  -10.9891  2.6519  0.5559  0.29
H  -9.4075  3.4133  0.7341  0.31
C  -1.8726  -0.0741  3.1515  -0.78
C  -2.0671  -1.4119  3.8410  0.60
O  -1.1141  -2.0876  4.1878  -0.65
N  -3.3457  -1.8173  4.0435  -0.09
C  -4.5658  -1.1191  3.6740  -0.59
H  -0.8044  0.1013  3.0633  0.27
H  -2.3209  -0.0812  2.1558  -0.02
H  -2.3202  0.7355  3.7287  0.43
H  -3.4263  -2.7139  4.4977  0.25
H  -5.1743  -0.9224  4.5566  0.32
H  -5.1458  -1.7420  2.9908  0.08
H  -4.3322  -0.1776  3.1902  0.16
C  6.3843  4.6835  -6.8379  -1.45
C  5.0681  4.0444  -6.4715  0.91
O  5.0210  2.9964  -5.8334  -0.68
N  3.9352  4.6617  -6.8813  -0.12
C  3.8086  5.8937  -7.6408  -0.87
H  7.1828  4.0647  -6.4421  0.31
H  6.4945  4.7553  -7.9199  0.39
H  6.4645  5.6844  -6.4130  0.39
H  3.0900  4.1748  -6.6288  0.22
H  3.2384  6.6345  -7.0796  0.29
H  3.2994  5.7098  -8.5869  0.30
H  4.7889  6.3050  -7.8532  0.32

Forces on atoms 1 to 2 (eV/Å):
-0.1211 0.1836 -0.5177
0.1469 -0.2111 0.3913

---

Entry from the Open Molecules 2025 dataset: the molecule C17H26N2O3S in a non-equilibrium geometry (wB97M-V/def2-TZVPD).

Calculated values
Electronic energy   -38009.45098 eV
Lowest unoccupied orbital energy   0.54 eV
SMILES   CCCCN(CC)S(=O)(=O)c1ccc2c(c1)CCCN2C(C)=O

Each line ends with the Mulliken charge.
Element x y z (Å)
C  0.0728  3.8824  -4.9638  -1.43
C  0.0885  2.7317  -3.9657  -0.07
C  -0.1454  3.2200  -2.5389  -0.74
C  -0.1484  2.0579  -1.5412  -0.93
N  1.0767  1.2890  -1.5800  0.51
C  2.0917  1.5546  -0.5880  -0.27
C  2.7603  2.9127  -0.7684  -1.44
S  0.9019  -0.3172  -1.9859  1.27
O  -0.0426  -0.4027  -3.0588  -0.66
O  2.2155  -0.8594  -2.1720  -0.76
C  0.1731  -1.0740  -0.5318  -0.03
C  -1.1981  -1.2186  -0.4467  -0.64
C  -1.7618  -1.7532  0.6975  -0.30
C  -0.9520  -2.1237  1.7708  -0.30
C  0.4430  -2.0196  1.6538  0.83
C  0.9930  -1.4935  0.4988  -1.00
C  1.2627  -2.5907  2.7677  -1.07
C  0.6355  -3.9460  3.0981  -0.74
C  -0.7737  -3.7329  3.6318  -0.76
N  -1.4796  -2.6409  2.9554  0.11
C  -2.5908  -2.1832  3.6166  0.74
C  -3.2169  -0.8894  3.1530  -1.27
O  -3.0038  -2.7775  4.5911  -0.62
H  -0.8877  4.3938  -4.9447  0.35
H  0.8493  4.6071  -4.7270  0.33
H  0.2443  3.5139  -5.9718  0.39
H  1.0479  2.2145  -4.0067  0.24
H  -0.6785  2.0013  -4.2266  0.23
H  0.6279  3.9412  -2.2735  0.24
H  -1.1127  3.7243  -2.4733  0.43
H  -0.9587  1.3788  -1.8130  0.47
H  -0.3272  2.4260  -0.5224  0.29
H  1.6714  1.4803  0.4288  0.28
H  2.8358  0.7681  -0.7205  0.35
H  3.6191  2.9827  -0.1053  0.46
H  3.0988  3.0238  -1.7943  0.32
H  2.0750  3.7215  -0.5295  0.29
H  -1.8071  -0.9442  -1.2929  0.57
H  -2.8268  -1.9086  0.7479  0.52
H  2.0626  -1.4238  0.3787  0.46
H  1.2214  -1.9453  3.6495  0.36
H  2.3037  -2.6973  2.4647  0.40
H  0.6121  -4.5508  2.1894  0.39
H  1.2215  -4.4788  3.8467  0.40
H  -0.7466  -3.4821  4.6973  0.48
H  -1.3706  -4.6456  3.5308  0.30
H  -3.5915  -0.3773  4.0370  0.36
H  -2.5134  -0.2531  2.6251  0.39
H  -4.0714  -1.0966  2.5125  0.28

Forces on atoms 1 to 2 (eV/Å):
0.0096 -0.2384 0.1044
-0.0576 0.3104 0.0603

---

Entry from the Open Molecules 2025 dataset: a structure of composition C44H33BaN4O2S2Sb in a non-equilibrium geometry (wB97M-V/def2-TZVPD).

Calculated values
Electronic energy   -85121.34286 eV
Lowest unoccupied orbital energy   -0.46 eV

Each line ends with the Mulliken charge.
Element x y z (Å)
Ba  -1.6241  -0.0850  -1.3258  1.52
O  1.8956  5.9674  1.3632  -0.68
C  0.6946  5.8954  1.5575  0.36
O  -0.0435  6.4862  2.3321  -0.73
C  0.0340  4.6734  0.7987  -0.11
C  -1.1221  4.0731  1.2918  -0.86
C  -1.6354  2.9686  0.6197  0.67
N  -1.0956  2.4858  -0.5084  -0.07
C  -0.1038  3.1905  -1.0693  0.42
C  0.5123  4.2828  -0.4569  -0.62
C  0.3089  2.7721  -2.3647  0.36
C  1.3435  3.4031  -3.1056  -0.52
C  1.7054  2.8968  -4.3418  -0.71
C  1.2508  1.6713  -4.7760  -0.88
C  0.2768  1.0915  -3.9749  -0.11
N  -0.1724  1.6252  -2.8446  -0.05
C  -2.8558  2.3053  1.1399  0.30
C  -3.6923  2.9943  1.9610  -0.65
C  -4.8467  2.4498  2.4389  -0.60
C  -5.0721  1.0601  2.1654  -1.01
C  -4.1033  0.4230  1.3201  -0.13
N  -3.0882  1.0691  0.7727  0.32
H  -1.5776  4.4744  2.2028  0.43
H  1.3381  4.8960  -0.8556  0.33
H  1.7123  4.3284  -2.8195  0.57
H  2.3552  3.3863  -4.9656  0.55
H  1.5757  1.2733  -5.7093  0.49
H  -0.2350  0.1612  -4.3282  0.30
H  -3.6549  4.0745  2.1546  0.34
H  -5.5051  3.0642  3.0456  0.43
H  -5.9695  0.5757  2.3815  0.50
H  -4.3653  -0.5749  0.9529  0.42
C  -2.3666  -3.7762  0.3443  -1.34
C  -3.6363  -3.0731  0.0891  0.79
C  -4.7920  -3.2744  0.8487  -0.65
C  -5.9419  -2.5976  0.5009  -0.76
C  -5.9571  -1.8088  -0.6932  0.85
C  -7.1284  -1.2427  -1.2498  -0.78
C  -7.0601  -0.4071  -2.3263  -0.75
C  -5.8598  -0.3051  -3.0996  -0.67
C  -4.6541  -0.8893  -2.7239  0.05
S  -3.2458  -0.8582  -3.7302  -0.46
C  -4.7057  -1.6151  -1.3936  0.52
N  -3.5581  -2.2523  -0.9731  -0.30
H  -1.7273  -3.7734  -0.5225  0.34
H  -2.4857  -4.8666  0.6442  0.37
H  -1.9521  -3.3805  1.2764  0.20
H  -4.8907  -3.9657  1.6873  0.38
H  -6.9167  -2.7723  0.9992  0.42
H  -8.1766  -1.4189  -0.8689  0.26
H  -7.9018  0.0584  -2.7220  0.48
H  -5.8347  0.2483  -4.0422  0.38
S  0.7513  -2.1314  -0.8259  -0.67
Sb  2.6614  -1.6058  0.3472  1.88
C  4.4378  -1.6334  -0.6927  0.43
C  5.5692  -1.3648  0.0582  -0.53
C  6.8456  -1.5286  -0.5348  -0.98
C  6.9016  -1.8567  -1.8574  -0.39
C  5.7503  -2.1190  -2.5923  -0.54
C  4.5513  -2.1088  -1.9643  -0.61
C  3.1166  -2.8936  1.9049  0.56
C  4.4241  -3.3853  2.2622  -0.27
C  4.5399  -4.4835  3.1253  -0.53
C  3.4012  -5.0881  3.7639  -0.44
C  2.1637  -4.6310  3.3552  -0.52
C  2.0214  -3.5211  2.5063  -1.04
C  2.5990  0.4123  0.9188  0.01
C  2.3015  0.7726  2.2337  -0.80
C  2.4626  2.0874  2.6644  -0.57
C  2.9017  3.0981  1.8153  -0.70
C  3.0891  2.7335  0.4988  -0.25
C  2.8772  1.4643  0.0362  -0.39
H  5.4051  -0.8518  1.0243  0.56
H  7.7131  -1.2526  -0.0269  0.45
H  7.8339  -1.8978  -2.3197  0.44
H  5.8578  -2.3045  -3.6537  0.41
H  3.6592  -2.3931  -2.4725  0.41
H  5.3166  -2.8840  1.8756  0.31
H  5.5465  -4.6948  3.3784  0.39
H  3.5942  -5.8519  4.5578  0.35
H  1.2990  -5.3635  3.6931  0.22
H  1.0705  -3.2889  2.1818  0.61
H  2.1120  0.0405  2.9660  0.61
H  2.3028  2.2901  3.7447  0.35
H  3.0938  4.0553  2.1824  0.63
H  3.2963  3.5290  -0.2224  0.34
H  3.0834  1.2623  -1.0284  0.36

Forces on atoms 1 to 2 (eV/Å):
-0.2585 -0.5302 0.0428
2.0369 0.3597 -0.7665